[1]
{
  "formula": "CH21O9",
  "method": "ωB97M-V/def2-TZVPD",
  "elements": ["O", "H", "H", "H", "O", "H", "H", "H", "C", "O", "H", "H", "H", "O", "H", "H", "O", "H", "H", "O", "H", "H", "O", "H", "H", "O", "H", "H", "O", "H", "H"],
  "positions_angstrom": [[23.0239, -16.4557, 3.8128], [22.8331, -17.3103, 4.2062], [23.1332, -15.8264, 4.5295], [22.2434, -16.2113, 3.3100], [21.6762, -16.9830, 7.4009], [20.7814, -17.2905, 7.5632], [21.9156, -17.4635, 6.6051], [21.6759, -16.0351, 7.2488], [22.0210, -19.9437, 5.2404], [22.0831, -18.5241, 5.2220], [22.6097, -20.3481, 6.0638], [21.0294, -20.2926, 5.5286], [22.3949, -20.3620, 4.3060], [21.5981, -20.4538, 1.8927], [21.7403, -20.5999, 2.8279], [22.0886, -19.6554, 1.6972], [19.2670, -17.6119, 5.3120], [18.9482, -18.4356, 5.6809], [20.2074, -17.7485, 5.1972], [23.9506, -20.5247, 8.8106], [23.1876, -20.7189, 9.3550], [23.9213, -21.1802, 8.1137], [25.2991, -21.3510, 3.7245], [25.2170, -20.4741, 4.0993], [26.0035, -21.7614, 4.2262], [18.1564, -20.4818, 5.8929], [18.2881, -21.1219, 6.5922], [18.4810, -20.9172, 5.1047], [24.7995, -18.8385, 6.5233], [23.8866, -18.7441, 6.2513], [24.7501, -19.0969, 7.4437]],
  "nbo_charge": [-0.72, 0.55, 0.56, 0.57, -0.73, 0.58, 0.54, 0.57, -0.32, -0.46, 0.30, 0.29, 0.22, -0.88, 0.43, 0.46, -0.91, 0.51, 0.42, -0.95, 0.49, 0.47, -0.93, 0.45, 0.49, -0.95, 0.49, 0.48, -0.91, 0.41, 0.51],
  "orbital_gap_ha": [0.294, 0.153],
  "homo_ev": [-16.81, -16.80],
  "s2": 0.755,
  "largest_force_ha_per_bohr": 0.0433,
  "total_charge": 2,
  "e_above_lowest_ev": 0.324,
  "spin_multiplicity": 2
}

=====

[2]
{
  "formula": "C24H32F3N2O3",
  "method": "ωB97M-V/def2-TZVPD",
  "elements": ["C", "C", "O", "N", "H", "H", "C", "H", "H", "H", "H", "H", "H", "C", "C", "O", "N", "H", "H", "C", "H", "H", "H", "H", "H", "H", "O", "H", "F", "C", "C", "C", "C", "C", "C", "H", "H", "H", "H", "H", "F", "C", "C", "C", "C", "C", "C", "H", "H", "H", "H", "H", "F", "C", "C", "C", "C", "C", "C", "H", "H", "H", "H", "H"],
  "positions_angstrom": [[-2.2366, 3.9194, 0.3191], [-2.8083, 2.9257, -0.7546], [-3.0361, 3.3275, -1.9624], [-3.1676, 1.5934, -0.2883], [-2.1106, 1.3892, -0.2892], [-3.4576, 1.4054, 0.7662], [-3.8983, 0.6679, -1.0339], [-1.1533, 3.9912, 0.0157], [-2.2124, 3.6367, 1.2914], [-2.6897, 4.8260, 0.1317], [-4.3444, -0.1964, -0.4308], [-3.3387, 0.1992, -1.6390], [-4.5954, 1.2201, -1.6975], [-1.3262, -1.7742, 2.3840], [-1.1182, -0.5078, 3.2587], [-1.1059, -0.5934, 4.4939], [-0.9236, 0.7768, 2.6426], [-0.7176, 0.6255, 1.4206], [-2.0266, 1.2166, 2.7098], [-0.2613, 1.8694, 3.3875], [-2.3661, -1.9819, 2.5766], [-0.8495, -2.5077, 2.8882], [-1.2714, -1.6110, 1.2553], [0.4842, 1.5023, 4.0185], [-0.7989, 2.2142, 4.1350], [0.3422, 2.5851, 2.5951], [-0.8083, 0.5302, 0.0667], [-0.3889, 0.0839, -0.7571], [3.2763, 2.1047, -0.1207], [2.6143, 2.6002, -1.2008], [1.4170, 2.0036, -1.7145], [0.8445, 2.5458, -2.8990], [1.1616, 3.8340, -3.3528], [2.3556, 4.3745, -2.8749], [3.1163, 3.7406, -1.8919], [0.9406, 1.0872, -1.3359], [-0.0736, 2.0531, -3.2129], [0.4022, 4.2050, -4.0006], [2.8637, 5.3068, -3.2086], [4.1363, 3.9394, -1.6713], [3.0309, 0.0661, 3.4959], [2.8899, -1.1496, 2.7916], [2.0826, -1.2244, 1.5807], [2.0240, -2.5114, 1.0356], [2.6031, -3.6639, 1.5928], [3.3257, -3.5179, 2.8844], [3.4472, -2.2549, 3.3776], [1.8110, -0.3675, 1.1690], [1.2246, -2.7406, 0.1197], [2.5983, -4.5894, 1.2927], [3.5247, -4.3080, 3.3845], [4.0914, -1.9935, 4.2496], [-1.4370, -5.8991, -2.9701], [-0.7810, -4.6582, -2.8615], [0.4657, -4.3900, -3.0331], [1.0156, -3.1541, -2.8306], [0.2700, -2.0433, -2.3743], [-1.0378, -2.4005, -2.0695], [-1.5897, -3.6773, -2.2670], [1.3176, -5.1289, -3.4946], [1.9504, -2.8474, -3.1793], [0.5184, -1.0254, -2.3198], [-1.6159, -1.8037, -1.5811], [-2.5992, -3.8450, -2.0131]],
  "nbo_charge": [-0.70, 0.69, -0.48, -0.64, 0.51, 0.45, -0.42, 0.28, 0.21, 0.27, 0.24, 0.22, 0.25, -0.72, 0.70, -0.50, -0.66, 0.52, 0.41, -0.44, 0.24, 0.27, 0.26, 0.25, 0.22, 0.24, -1.19, 0.50, -0.32, 0.40, -0.30, -0.19, -0.23, -0.19, -0.28, 0.20, 0.20, 0.23, 0.24, 0.23, -0.35, 0.42, -0.32, -0.19, -0.21, -0.14, -0.30, 0.22, 0.22, 0.21, 0.20, 0.24, -0.33, 0.40, -0.29, -0.17, -0.24, -0.20, -0.25, 0.25, 0.22, 0.21, 0.17, 0.23],
  "orbital_gap_ha": 0.269,
  "homo_ev": -11.38,
  "largest_force_ha_per_bohr": 0.1739,
  "total_charge": 1,
  "e_above_lowest_ev": 1.514
}

=====

[3]
{
  "formula": "C2H2Cl2OS",
  "method": "ωB97M-V/def2-TZVPD",
  "elements": ["C", "C", "H", "H", "O", "S", "Cl", "Cl"],
  "positions_angstrom": [[-0.1998, -0.8255, -0.1913], [0.0341, 0.7130, -0.4374], [0.6115, -0.3814, 1.5253], [-0.4175, 1.0478, -1.3432], [-0.1964, -1.2015, 1.0817], [-0.2258, -1.8540, -1.5203], [1.6837, 1.2640, 0.1086], [-1.2899, 1.2377, 0.7766]],
  "nbo_charge": [0.19, -0.24, 0.50, 0.26, -0.64, -0.02, 0.01, -0.06],
  "orbital_gap_ha": 0.314,
  "homo_ev": -9.25,
  "largest_force_ha_per_bohr": 0.1037,
  "e_above_lowest_ev": 2.054
}

=====

[4]
{
  "formula": "C6H9N2S",
  "method": "ωB97M-V/def2-TZVPD",
  "elements": ["C", "C", "C", "C", "C", "C", "N", "N", "S", "H", "H", "H", "H", "H", "H", "H", "H", "H"],
  "positions_angstrom": [[-0.2847, 0.3528, 0.9909], [-0.8402, 1.5922, 0.7582], [0.3248, -0.0521, -1.4852], [1.2134, -2.7874, -1.0709], [0.0639, -0.4837, -0.0327], [-1.3360, 2.4536, 1.8802], [1.9565, -1.8190, -1.7284], [1.5938, -0.5762, -1.9256], [0.1914, -2.2093, 0.3353], [-0.1016, -0.0188, 2.0342], [-1.0078, 1.7761, -0.2582], [-0.5521, -0.4855, -2.0627], [0.4226, 1.0433, -1.4231], [0.6127, -3.2830, -1.8115], [2.0444, -3.5484, -0.6349], [-2.0639, 2.0096, 2.4149], [-0.5095, 2.6073, 2.5272], [-1.7277, 3.4287, 1.4924]],
  "nbo_charge": [-0.38, 0.15, -0.38, -0.45, 0.09, -0.68, -0.07, -0.07, 0.47, 0.26, 0.20, 0.28, 0.24, 0.28, 0.29, 0.26, 0.26, 0.25],
  "orbital_gap_ha": 0.277,
  "homo_ev": -13.74,
  "largest_force_ha_per_bohr": 0.1247,
  "total_charge": 1,
  "e_above_lowest_ev": 3.679
}

=====

Copy entry 4 word for word.
{
  "formula": "C6H9N2S",
  "method": "ωB97M-V/def2-TZVPD",
  "elements": ["C", "C", "C", "C", "C", "C", "N", "N", "S", "H", "H", "H", "H", "H", "H", "H", "H", "H"],
  "positions_angstrom": [[-0.2847, 0.3528, 0.9909], [-0.8402, 1.5922, 0.7582], [0.3248, -0.0521, -1.4852], [1.2134, -2.7874, -1.0709], [0.0639, -0.4837, -0.0327], [-1.3360, 2.4536, 1.8802], [1.9565, -1.8190, -1.7284], [1.5938, -0.5762, -1.9256], [0.1914, -2.2093, 0.3353], [-0.1016, -0.0188, 2.0342], [-1.0078, 1.7761, -0.2582], [-0.5521, -0.4855, -2.0627], [0.4226, 1.0433, -1.4231], [0.6127, -3.2830, -1.8115], [2.0444, -3.5484, -0.6349], [-2.0639, 2.0096, 2.4149], [-0.5095, 2.6073, 2.5272], [-1.7277, 3.4287, 1.4924]],
  "nbo_charge": [-0.38, 0.15, -0.38, -0.45, 0.09, -0.68, -0.07, -0.07, 0.47, 0.26, 0.20, 0.28, 0.24, 0.28, 0.29, 0.26, 0.26, 0.25],
  "orbital_gap_ha": 0.277,
  "homo_ev": -13.74,
  "largest_force_ha_per_bohr": 0.1247,
  "total_charge": 1,
  "e_above_lowest_ev": 3.679
}